(1)
Entry from the Open Molecules 2025 dataset: C17H16ClN2O15PrS5 as an isolated structure (ωB97M-V/def2-TZVPD).

```
! RIJCOSX wB97M-V def2-TZVPD def2/J DEFGRID3
* xyz -2 3
Pr -0.2596 0.2932 0.3987
O 0.9179 -1.1251 3.8531
S 0.7555 -0.0263 2.9420
O -0.5867 0.3787 2.5487
O 1.6970 -0.0470 1.8164
C 1.2205 1.4305 3.9021
C 1.9490 1.2710 5.0704
C 2.1622 2.3513 5.9106
C 1.6318 3.5929 5.5832
C 0.9213 3.7583 4.4046
C 0.7166 2.6801 3.5540
S -0.0378 3.0392 1.9384
O 0.1919 4.4662 1.8155
O 0.7132 2.2362 0.9669
O -1.4662 2.7181 1.9278
H 2.3075 0.2779 5.3088
H 2.7304 2.2275 6.8249
H 1.7826 4.4359 6.2471
H 0.5260 4.7211 4.1123
O -2.4287 -2.9366 0.5489
S -1.7852 -1.8407 1.2311
O -2.0782 -1.8356 2.6475
O -0.3098 -1.7505 0.9539
O -2.2781 -0.5123 0.6007
O -0.7146 -2.9184 -1.5039
Cl -1.2735 -1.8445 -2.2276
O -2.6882 -1.8899 -2.3059
O -0.7239 -1.8847 -3.5749
O -0.8580 -0.5432 -1.6630
C 3.3875 -0.1530 -2.9400
S 1.6497 -0.4050 -2.3742
O 1.5730 0.5134 -1.1942
C 2.1169 -2.0299 -1.7310
C 2.5599 -2.1296 -0.4263
C 2.9164 -3.3740 0.0744
C 2.8289 -4.4975 -0.7319
C 2.3871 -4.3828 -2.0440
C 2.0330 -3.1455 -2.5514
H 4.0254 -0.1755 -2.0591
H 3.4199 0.8266 -3.4165
H 3.6603 -0.9345 -3.6474
H 2.6066 -1.2514 0.1986
H 3.2393 -3.4584 1.1042
H 3.0729 -5.4730 -0.3279
H 2.2824 -5.2687 -2.6585
H 1.6365 -3.0416 -3.5532
S -1.1077 2.5256 -1.6868
C -2.6121 1.7945 -1.4783
N -3.1677 1.8166 -0.1952
C -4.0334 0.8380 0.1586
C -4.7728 0.2442 -0.8544
C -4.3922 0.5367 -2.1508
N -3.3446 1.2863 -2.4747
H -2.5975 2.2552 0.5361
H -4.3538 0.8180 1.1877
H -5.5360 -0.4839 -0.6292
H -4.9532 0.1397 -2.9910
*
```

As for the HOMO-LUMO gap (alpha / beta): 0.2539 / 0.2576 Eh. The calculation puts the highest occupied orbital energy (alpha / beta) at -0.0994 / -0.1031 Ha. The calculation puts the LUMO energy (alpha / beta) at 4.20 / 4.20 eV. Its total energy is -4863.638996 hartree.



(2)
Entry from the Open Molecules 2025 dataset: C17H16F5GeN3OOsS as an isolated structure (ωB97M-V/def2-TZVPD).

```
! RIJCOSX wB97M-V def2-TZVPD def2/J DEFGRID3
* xyz -2 1
Os 0.0781 -0.0618 0.0744
F -1.5566 -1.3851 7.1507
C -1.4320 -1.5141 5.8149
C -0.8499 -0.5187 5.0519
F -0.4095 0.5955 5.6632
C -0.7177 -0.6601 3.6822
F -0.1540 0.3826 3.0470
C -1.1399 -1.7916 2.9742
S -0.9691 -2.0275 1.2659
C -1.7360 -2.7661 3.7948
F -2.1980 -3.9043 3.2393
C -1.8798 -2.6474 5.1596
F -2.4551 -3.6369 5.8761
N -1.6561 1.2286 0.4167
C -2.1774 2.2615 0.4254
C -2.8113 3.5170 0.4362
C -4.1869 3.6218 0.1253
N -5.3123 3.7210 -0.1260
C -2.0816 4.6825 0.7679
N -1.5076 5.6484 1.0445
C 2.3444 -2.5143 -0.2982
O 2.8532 -1.2041 -0.1092
C 1.9335 -0.1817 0.0923
C 2.7792 1.0706 0.3117
H 2.3146 -2.7563 -1.3641
H 1.3433 -2.6008 0.1178
H 3.0311 -3.1956 0.2111
H 3.7155 0.9953 -0.2496
H 3.0405 1.1902 1.3713
H 2.2437 1.9646 -0.0007
C 1.7791 -1.1094 -4.3223
Ge 0.5431 0.0719 -3.3255
C 1.5056 1.7557 -3.0810
C -0.9216 0.4058 -4.5952
C -0.1237 -0.6664 -1.7016
H 1.9840 -0.7044 -5.3179
H 1.3406 -2.1034 -4.4346
H 2.7244 -1.2121 -3.7859
H 1.8269 2.1687 -4.0417
H 2.3824 1.5916 -2.4532
H 0.8660 2.4811 -2.5772
H -0.5357 0.7123 -5.5704
H -1.5839 1.1839 -4.2136
H -1.5147 -0.5027 -4.7200
H -0.7186 -1.5859 -1.8263
*
```

As for the HOMO-LUMO gap (alpha / beta): 0.1640 / 0.1720 Eh. The calculation puts the highest occupied orbital energy (alpha / beta) at 0.0034 / -0.0046 Ha. The calculation puts the LUMO energy (alpha / beta) at 4.55 / 4.56 eV. Its total energy is -3961.879774 hartree. For the relative energy (zero: lowest compared OMol25 entry of this formula, charge and spin), the calculation gives 0.0 kcal/mol.



What did the first record say?
Entry from the Open Molecules 2025 dataset: C17H16ClN2O15PrS5 as an isolated structure (ωB97M-V/def2-TZVPD).

```
! RIJCOSX wB97M-V def2-TZVPD def2/J DEFGRID3
* xyz -2 3
Pr -0.2596 0.2932 0.3987
O 0.9179 -1.1251 3.8531
S 0.7555 -0.0263 2.9420
O -0.5867 0.3787 2.5487
O 1.6970 -0.0470 1.8164
C 1.2205 1.4305 3.9021
C 1.9490 1.2710 5.0704
C 2.1622 2.3513 5.9106
C 1.6318 3.5929 5.5832
C 0.9213 3.7583 4.4046
C 0.7166 2.6801 3.5540
S -0.0378 3.0392 1.9384
O 0.1919 4.4662 1.8155
O 0.7132 2.2362 0.9669
O -1.4662 2.7181 1.9278
H 2.3075 0.2779 5.3088
H 2.7304 2.2275 6.8249
H 1.7826 4.4359 6.2471
H 0.5260 4.7211 4.1123
O -2.4287 -2.9366 0.5489
S -1.7852 -1.8407 1.2311
O -2.0782 -1.8356 2.6475
O -0.3098 -1.7505 0.9539
O -2.2781 -0.5123 0.6007
O -0.7146 -2.9184 -1.5039
Cl -1.2735 -1.8445 -2.2276
O -2.6882 -1.8899 -2.3059
O -0.7239 -1.8847 -3.5749
O -0.8580 -0.5432 -1.6630
C 3.3875 -0.1530 -2.9400
S 1.6497 -0.4050 -2.3742
O 1.5730 0.5134 -1.1942
C 2.1169 -2.0299 -1.7310
C 2.5599 -2.1296 -0.4263
C 2.9164 -3.3740 0.0744
C 2.8289 -4.4975 -0.7319
C 2.3871 -4.3828 -2.0440
C 2.0330 -3.1455 -2.5514
H 4.0254 -0.1755 -2.0591
H 3.4199 0.8266 -3.4165
H 3.6603 -0.9345 -3.6474
H 2.6066 -1.2514 0.1986
H 3.2393 -3.4584 1.1042
H 3.0729 -5.4730 -0.3279
H 2.2824 -5.2687 -2.6585
H 1.6365 -3.0416 -3.5532
S -1.1077 2.5256 -1.6868
C -2.6121 1.7945 -1.4783
N -3.1677 1.8166 -0.1952
C -4.0334 0.8380 0.1586
C -4.7728 0.2442 -0.8544
C -4.3922 0.5367 -2.1508
N -3.3446 1.2863 -2.4747
H -2.5975 2.2552 0.5361
H -4.3538 0.8180 1.1877
H -5.5360 -0.4839 -0.6292
H -4.9532 0.1397 -2.9910
*
```

As for the HOMO-LUMO gap (alpha / beta): 0.2539 / 0.2576 Eh. The calculation puts the highest occupied orbital energy (alpha / beta) at -0.0994 / -0.1031 Ha. The calculation puts the LUMO energy (alpha / beta) at 4.20 / 4.20 eV. Its total energy is -4863.638996 hartree.



Copy entry 2 word for word.
Entry from the Open Molecules 2025 dataset: C17H16F5GeN3OOsS as an isolated structure (ωB97M-V/def2-TZVPD).

```
! RIJCOSX wB97M-V def2-TZVPD def2/J DEFGRID3
* xyz -2 1
Os 0.0781 -0.0618 0.0744
F -1.5566 -1.3851 7.1507
C -1.4320 -1.5141 5.8149
C -0.8499 -0.5187 5.0519
F -0.4095 0.5955 5.6632
C -0.7177 -0.6601 3.6822
F -0.1540 0.3826 3.0470
C -1.1399 -1.7916 2.9742
S -0.9691 -2.0275 1.2659
C -1.7360 -2.7661 3.7948
F -2.1980 -3.9043 3.2393
C -1.8798 -2.6474 5.1596
F -2.4551 -3.6369 5.8761
N -1.6561 1.2286 0.4167
C -2.1774 2.2615 0.4254
C -2.8113 3.5170 0.4362
C -4.1869 3.6218 0.1253
N -5.3123 3.7210 -0.1260
C -2.0816 4.6825 0.7679
N -1.5076 5.6484 1.0445
C 2.3444 -2.5143 -0.2982
O 2.8532 -1.2041 -0.1092
C 1.9335 -0.1817 0.0923
C 2.7792 1.0706 0.3117
H 2.3146 -2.7563 -1.3641
H 1.3433 -2.6008 0.1178
H 3.0311 -3.1956 0.2111
H 3.7155 0.9953 -0.2496
H 3.0405 1.1902 1.3713
H 2.2437 1.9646 -0.0007
C 1.7791 -1.1094 -4.3223
Ge 0.5431 0.0719 -3.3255
C 1.5056 1.7557 -3.0810
C -0.9216 0.4058 -4.5952
C -0.1237 -0.6664 -1.7016
H 1.9840 -0.7044 -5.3179
H 1.3406 -2.1034 -4.4346
H 2.7244 -1.2121 -3.7859
H 1.8269 2.1687 -4.0417
H 2.3824 1.5916 -2.4532
H 0.8660 2.4811 -2.5772
H -0.5357 0.7123 -5.5704
H -1.5839 1.1839 -4.2136
H -1.5147 -0.5027 -4.7200
H -0.7186 -1.5859 -1.8263
*
```

As for the HOMO-LUMO gap (alpha / beta): 0.1640 / 0.1720 Eh. The calculation puts the highest occupied orbital energy (alpha / beta) at 0.0034 / -0.0046 Ha. The calculation puts the LUMO energy (alpha / beta) at 4.55 / 4.56 eV. Its total energy is -3961.879774 hartree. For the relative energy (zero: lowest compared OMol25 entry of this formula, charge and spin), the calculation gives 0.0 kcal/mol.